(1)
96
Properties=species:S:1:pos:R:3:forces:R:3 method="wB97M-V/def2-TZVPD" charge=0 e_above_lowest_kcal_mol=45.10 energy_ev=-132034.6208
Au 0.75055 0.33363 -0.34667 -0.260 0.185 0.022
As 3.10777 1.00599 -0.14129 0.042 -0.285 0.017
P -1.46941 1.44068 -0.52147 0.266 0.263 -0.494
Si 3.90558 -1.02119 0.86456 -0.105 0.179 0.082
Si 4.28979 2.59173 1.18577 -0.101 0.014 0.080
Si 3.67605 1.67139 -2.36311 0.013 0.046 -0.063
N -0.18276 -1.00276 -1.92545 -0.466 0.209 -0.219
C -4.23258 2.14875 -0.58479 -0.147 0.010 0.017
C -1.58819 0.98141 -2.27991 -0.117 0.067 -0.171
C 3.51534 -0.70023 2.65891 0.028 0.119 0.365
C 5.70945 -1.41519 0.66100 0.467 0.012 -0.105
C -1.47187 3.83719 0.88079 0.019 0.057 0.093
C 0.06037 -2.34911 -2.29798 -0.011 0.068 0.011
C -0.70513 -4.64777 -2.50620 -0.012 0.008 0.030
C 1.49933 -4.09238 -3.17401 0.059 0.005 -0.015
C 4.06406 4.37754 0.72123 -0.204 0.299 -0.235
C 0.75711 -6.49454 -3.44505 0.000 0.148 0.077
C 3.85882 2.49754 2.99500 -0.205 -0.105 0.413
C 6.09983 2.23121 0.98510 0.441 -0.156 -0.065
C -2.25639 -2.96004 -1.49684 0.046 0.008 -0.096
C 0.51423 -5.05795 -3.03827 -0.060 -0.037 -0.026
C -0.94029 -3.33031 -2.12495 0.021 -0.016 0.118
C 2.38375 -1.76252 -3.14315 -0.355 -1.001 0.453
C -2.26359 1.80080 -3.20764 0.071 -0.035 0.296
C 1.28998 -2.75564 -2.83424 0.271 -0.093 -0.066
C 2.89987 -2.50670 0.40979 -0.289 -0.278 -0.455
C 0.09739 3.69829 -1.06958 -0.092 0.066 -0.128
C -3.20301 1.28641 0.13814 0.030 -0.434 -0.073
C -1.03213 -0.26238 -2.71049 0.250 -0.223 -0.031
C -3.23271 2.34847 -5.48436 0.107 -0.158 0.111
C -3.64561 -0.18140 0.12806 -0.023 0.076 -0.005
C 5.47959 1.36640 -2.70575 0.459 -0.100 0.109
C 2.65251 0.88243 -3.69211 -0.198 0.357 -0.498
C 3.29529 3.48900 -2.53195 0.040 0.423 -0.001
C -2.05794 0.16478 -4.90222 0.012 -0.029 0.034
C -2.50241 1.44044 -4.51638 -0.062 -0.067 -0.169
C -1.35491 -0.65599 -4.04652 -0.016 0.102 0.078
C -1.26762 3.28445 -0.52811 0.134 -0.014 0.037
H -2.99721 -0.80295 0.75072 -0.027 0.056 -0.062
H -0.99085 -1.61708 -4.39779 -0.065 0.097 0.005
H -3.45169 3.31763 -5.03056 0.028 -0.068 0.002
H 6.34016 1.18054 1.18176 0.002 0.280 -0.015
H 5.64036 1.33291 -3.79182 0.006 0.027 0.190
H 2.74490 -3.09593 1.32223 0.053 0.052 -0.156
H 1.39041 -6.55215 -4.33310 -0.032 0.020 0.047
H 4.50323 1.78723 3.52434 -0.163 0.219 -0.053
H 4.56004 4.63285 -0.21812 -0.042 0.025 0.126
H -3.62714 -0.57970 -0.89118 -0.011 0.061 0.114
H 2.31043 -1.43879 -4.18228 -0.200 -0.354 0.166
H 3.37142 -2.21384 -3.01249 0.007 -0.059 0.007
H 1.65742 0.56797 -3.34338 0.232 0.384 -0.284
H 6.66768 2.85405 1.69333 -0.095 -0.133 -0.174
H -0.85039 3.29177 1.60181 -0.041 0.071 -0.069
H -2.51034 3.77029 1.21029 0.055 0.004 -0.002
H 2.81583 2.21453 3.18219 0.206 0.100 -0.009
H 2.30869 -0.87710 -2.51754 -0.024 -0.598 0.165
H 2.46840 -4.37638 -3.58334 -0.092 0.034 0.009
H -3.99242 3.21549 -0.57005 -0.031 -0.120 0.003
H 4.02547 3.49498 3.42468 -0.038 -0.203 -0.042
H -2.64240 2.52818 -6.38663 -0.003 0.009 0.036
H 6.11133 2.16353 -2.29004 -0.104 -0.201 -0.099
H -2.26125 -0.17874 -5.91705 0.073 0.023 0.149
H 3.39967 -3.14349 -0.32708 -0.086 0.066 0.024
H 2.51647 1.63739 -4.47711 0.083 0.011 0.101
H 2.60823 -0.09468 2.74794 0.059 -0.117 0.074
H -2.61899 2.77496 -2.87911 0.008 -0.105 -0.037
H 4.32327 -0.18291 3.18574 -0.160 -0.161 -0.069
H -2.90467 -2.41476 -2.19426 0.100 -0.047 0.060
H 5.81340 0.41150 -2.27778 -0.022 0.183 -0.156
H 3.20721 4.03849 -1.59872 -0.013 0.016 -0.089
H -3.11910 1.60708 1.17480 -0.025 0.082 0.181
H 0.32354 3.18275 -2.00377 0.011 -0.004 -0.042
H 6.33185 -0.82245 1.34201 -0.073 -0.195 -0.163
H 2.35159 3.59938 -3.07246 0.094 0.031 0.047
H 6.44135 2.46750 -0.02984 -0.013 -0.042 0.183
H -1.17860 4.89099 0.91593 -0.031 -0.058 0.012
H 1.25551 -7.05672 -2.65041 -0.017 0.031 -0.012
H -4.34395 1.83152 -1.62507 0.017 0.026 0.099
H -2.78985 -3.85141 -1.15937 0.022 0.055 -0.049
H 3.14521 0.01147 -4.13276 -0.002 0.799 0.023
H 3.33264 -1.65712 3.16240 0.066 0.133 -0.051
H 5.86012 -2.47709 0.90051 0.009 0.195 -0.053
H -0.18250 -7.00167 -3.66645 0.009 0.009 0.003
H -1.50069 -5.37977 -2.37084 0.086 0.088 -0.015
H 0.88267 3.46161 -0.35396 0.108 -0.074 0.081
H 4.08944 3.95890 -3.13485 -0.217 -0.089 0.141
H 6.06052 -1.24144 -0.36405 -0.022 -0.091 0.193
H -4.67168 -0.27267 0.50654 0.165 0.043 -0.040
H -4.18173 1.90981 -5.80498 0.023 0.013 0.024
H -2.08262 -2.30447 -0.64409 -0.014 -0.032 -0.023
H -2.02174 3.70316 -1.19423 -0.094 0.029 0.034
H -5.20506 2.01995 -0.09631 0.075 0.048 -0.050
H 1.91655 -2.24878 0.00614 0.022 -0.074 0.023
H 4.53920 4.95760 1.52211 -0.070 -0.028 -0.107
H 3.01262 4.68134 0.65700 0.162 0.003 0.024
H 0.12097 4.77932 -1.26102 -0.010 -0.159 0.047

=====

(2)
107
Properties=species:S:1:pos:R:3:forces:R:3 method="wB97M-V/def2-TZVPD" charge=-1 energy_ev=-64929.0717
O 2.21136 -1.49330 4.05244 -0.496 -1.372 0.027
O -3.69550 -1.75907 -4.35178 -0.865 0.959 0.469
O -1.21816 -3.59084 0.34194 -0.768 -1.966 -0.247
O -6.21685 1.92502 1.62079 0.514 -0.221 -0.199
O 1.99542 -3.00210 -0.57435 0.100 -0.015 -0.155
O -0.63798 0.89347 0.40639 -0.817 0.042 -1.268
O 0.13283 -0.98623 1.29615 -1.364 0.478 -1.076
O 4.31852 -2.38227 1.37684 -1.348 -0.595 0.205
O -0.81848 -1.09636 -0.71232 -0.566 1.073 -0.125
N 0.06238 0.91400 -2.73876 -0.089 0.943 -2.491
N -2.29335 -5.62644 0.34284 0.587 -1.570 1.107
N 5.03729 -0.37385 0.58865 -0.217 -0.279 -0.596
N -2.68637 0.30377 -4.05822 -1.737 -0.564 0.166
N 3.16422 -4.34515 -1.90041 -0.204 -0.648 0.769
N -1.86786 1.42435 2.94832 1.305 -1.300 -1.069
N 0.93689 3.41258 0.17688 -1.329 1.283 2.168
N 2.00243 0.64718 3.43594 0.587 1.388 -0.010
N -4.81903 2.98825 0.24913 0.995 2.021 -2.230
C -3.95229 1.08654 -3.98515 1.268 -0.524 -0.557
C 5.20695 -1.64652 1.06821 1.048 0.595 -0.389
C 2.67795 -3.14891 -1.56777 -1.096 1.980 0.768
C -1.57241 -6.18804 1.49275 0.387 0.453 -0.251
C -1.63053 0.56250 3.98384 -1.109 1.589 0.049
C 0.78575 5.38321 1.25952 -2.648 -1.278 1.086
C 3.94645 -4.70327 -2.99637 1.549 -0.857 -0.401
C 2.60755 -0.36349 4.12605 -0.078 1.247 -0.043
C 3.78741 -0.03785 5.01503 0.436 -0.427 -0.196
C -3.01761 -3.99632 -1.21248 0.294 -0.680 -0.607
C 1.99692 5.33073 0.63707 2.096 -1.015 -0.885
C -2.70215 -1.04997 -4.20166 -0.788 0.071 -1.375
C 2.09573 4.08776 0.00291 0.279 0.142 -0.663
C -2.88172 2.34116 4.62041 -0.557 1.617 -0.389
C 2.39064 2.07848 3.30523 -0.669 -0.932 -0.188
C -2.04454 -4.39647 -0.10934 0.141 3.092 -0.493
C -6.39656 4.25070 1.55602 0.635 0.885 -0.531
C 0.83847 0.85175 -3.89425 -0.073 2.193 0.068
C 2.93353 -1.93987 -2.49516 -0.249 -0.931 -0.644
C -1.43343 -1.76576 -4.31908 2.012 0.427 0.809
C -0.48174 -0.36647 0.37570 2.929 1.629 2.985
C -0.33395 2.82669 -3.90613 0.253 -1.198 0.317
C 0.13406 4.14883 1.05028 0.908 0.704 -1.020
C 3.71066 0.18815 0.27170 0.499 0.510 0.988
C -2.58006 2.51595 3.27086 -0.241 -0.453 1.060
C -5.76665 2.96369 1.13827 -3.233 -1.570 2.075
C -2.30926 1.15828 5.04279 0.850 -1.804 0.771
C -4.15310 1.84399 -0.25413 0.564 -1.210 0.608
C 6.62364 -2.16180 1.21213 0.191 -0.296 0.462
C -0.71880 2.04325 -2.82770 0.417 0.552 0.778
C 0.68382 2.10169 -4.60193 -0.422 -1.950 1.544
H -4.03721 1.63115 -4.92553 -0.156 0.310 0.096
H 6.68295 -2.62436 2.19733 0.045 0.434 0.291
H -1.82450 0.80739 -3.90450 -0.163 -0.258 -0.189
H 0.57087 2.52001 -0.12220 0.496 -0.586 -0.152
H 1.19754 2.48251 -5.47226 0.072 -0.446 -0.005
H -2.80053 3.26266 2.52239 -0.122 0.021 0.236
H 0.39631 6.21430 1.82876 0.016 -0.163 0.154
H 3.70772 0.72610 -0.67629 0.101 -0.357 -0.223
H 3.54172 0.58793 5.87300 0.067 0.252 -0.226
H 4.34186 -3.84890 -3.54574 -0.496 -0.212 -0.324
H 3.52639 0.94265 1.03648 -0.385 -0.003 -0.049
H -0.88925 -1.51731 -3.40791 -0.024 -0.964 0.694
H -2.82287 -3.06638 -1.74668 -0.023 0.264 0.808
H 2.80225 6.02995 0.80715 -0.006 0.049 -0.450
H -1.66531 -2.81868 -4.47934 0.463 0.217 0.165
H -4.81729 0.42609 -3.92447 0.288 -0.083 0.292
H 4.59609 0.35479 4.39860 0.028 0.533 0.176
H 4.16114 -0.99478 5.37930 -0.202 0.021 0.109
H 6.73904 -3.05599 0.59959 0.087 0.345 -0.579
H -0.56170 -5.77993 1.49200 -0.112 0.270 -0.018
H -0.11080 0.14422 -2.10826 -0.131 -0.146 0.383
H -5.85545 4.56978 2.44680 -0.107 0.371 -0.023
H 2.87099 3.62146 -0.58695 0.111 0.302 0.020
H 2.91738 -0.55621 0.34059 0.197 -0.194 -0.100
H 3.43108 -5.48386 -3.55600 0.076 0.366 -0.826
H -7.46556 4.21795 1.76640 0.247 -0.523 -0.013
H -0.67393 -1.35012 -4.98127 -0.528 -0.035 -0.874
H -3.88401 1.77546 -3.14323 -0.256 -0.058 -0.162
H -4.56598 3.87102 -0.17134 -0.119 -0.100 0.258
H -3.39479 3.02748 5.27776 -0.165 0.034 -0.199
H -0.75843 3.77680 -4.19511 0.043 -0.074 0.121
H -6.23850 4.92678 0.71577 -0.037 0.679 0.322
H -3.09040 -6.12198 -0.03033 0.260 0.163 0.075
H -4.02275 -4.08416 -0.80009 -0.112 0.415 -0.191
H -1.49402 2.18172 -2.08859 0.221 0.201 0.104
H 1.48924 2.69062 3.27580 -0.169 -0.043 0.525
H 7.42984 -1.43879 1.08810 -0.001 -0.096 -0.171
H -2.94150 -4.72505 -2.01950 -0.142 -0.380 -0.012
H 3.96069 -1.57519 -2.50254 -0.031 0.142 0.456
H 4.82613 -5.19630 -2.58260 0.441 -0.149 -0.261
H 1.44489 -0.03013 -4.03891 0.163 0.324 -0.251
H -1.42707 -7.26691 1.43759 -0.496 -0.016 -0.188
H -4.82345 1.00701 -0.44963 -0.219 0.149 0.068
H 3.06447 -5.09470 -1.23084 -0.437 0.504 0.295
H -0.99915 -0.30044 3.83192 -0.206 -0.026 0.120
H -0.76637 3.69887 1.44163 -0.014 0.269 -0.155
H 2.75915 -2.24034 -3.52832 -0.062 -0.146 -0.238
H -3.50644 1.55513 0.57441 0.611 -0.640 -0.609
H 2.19022 -1.16623 -2.30259 0.386 -0.067 0.509
H -2.39855 0.73809 6.03369 0.099 0.087 0.046
H 1.29093 0.36312 2.77777 -0.259 -0.510 -0.143
H -0.70843 -1.89793 -0.19562 0.005 -2.386 -0.721
H -2.03394 -5.89927 2.43706 -0.071 -0.129 0.007
H -1.48320 1.20183 2.04133 0.273 0.240 -0.671
H 3.05065 2.42240 4.10160 -0.034 -0.167 -0.119
H 2.79566 2.28642 2.31486 0.601 -0.108 0.066
H 5.85091 0.15195 0.30291 -0.181 -0.215 0.128
H -3.62721 2.06868 -1.18206 0.187 0.104 0.435